(1)
9
Properties=species:S:1:pos:R:3:forces:R:3 method="wB97M-V/def2-TZVPD" charge=0 e_above_lowest_kj_mol=338.1 multiplicity=1 smiles="OC#CCl.C=O"
O -1.407 1.204 -0.293 0.1 -0.5 -2.8
C -1.250 0.616 0.835 0.6 0.2 -0.7
C -0.845 0.171 1.856 -0.2 -0.2 0.4
Cl -0.533 -0.402 3.329 0.3 -0.6 1.3
H -1.012 0.638 -1.063 -0.7 0.9 1.7
C 1.322 -0.515 -1.143 -1.9 -0.6 0.6
O 0.314 -0.504 -1.816 -0.4 0.7 0.2
H 1.237 -0.340 -0.030 0.6 0.1 -0.9
H 2.174 -0.868 -1.675 1.6 0.0 0.2



(2)
9
Properties=species:S:1:pos:R:3:forces:R:3 method="wB97M-V/def2-TZVPD" charge=0 e_above_lowest_kj_mol=45.8 multiplicity=1 smiles="C=C(Cl)C(=O)O"
C -0.273 -0.904 0.901 -0.4 -1.7 0.0
C 0.475 0.082 0.449 0.3 0.7 1.6
Cl 1.618 0.884 1.500 -0.2 -0.2 -0.4
C 0.349 0.655 -0.912 3.5 1.8 -0.5
O 1.275 1.286 -1.426 -2.2 -1.5 0.9
O -0.764 0.401 -1.549 -2.5 0.1 -0.6
H -0.227 -1.426 1.894 0.1 1.0 -1.1
H -0.876 -1.389 0.122 -0.1 0.1 0.6
H -1.577 0.411 -0.980 1.3 -0.2 -0.5



(3)
9
Properties=species:S:1:pos:R:3:forces:R:3 method="wB97M-V/def2-TZVPD" charge=0 e_above_lowest_kj_mol=255.9 multiplicity=1 smiles="C[C@]1(Cl)OC1=O"
C 1.142 -0.176 0.074 -1.4 0.2 -1.3
C -0.367 -0.267 -0.117 1.2 -0.1 0.2
Cl -0.891 -1.914 0.049 -0.5 0.0 -0.3
O -1.052 0.534 -1.204 0.1 -0.1 -1.3
C -1.301 0.798 0.016 -5.3 6.6 6.8
O -2.036 1.706 0.805 4.9 -6.2 -5.6
H 1.713 -0.424 -0.799 -0.1 -0.2 -0.8
H 1.254 -0.979 0.713 1.0 -1.3 1.7
H 1.537 0.722 0.463 0.0 1.1 0.6



no.,HOMO-LUMO gap (eV),calculated total energy (eV),E_HOMO (eV)
1,9.071,-19773.185,-8.9
2,10.382,-19776.215,-10.5
3,10.939,-19774.037,-10.5